33
Properties=species:S:1:pos:R:3:forces:R:3:nbo_charge:R:1 method="wB97M-V/def2-TZVPD" spin_multiplicity=1 lumo_ev=2.99 largest_force_ev_per_a=1.263 e_homo_ev=-7.43 total_charge=-1 homo_lumo_gap_ha=0.383
Cl 28.57570 3.44450 16.21939 -0.589 -0.460 -1.018 2.539
O 28.83028 4.65453 16.94276 0.114 -0.023 0.305 -0.846
O 29.49030 2.38923 16.60570 0.284 0.138 0.374 -0.889
O 27.22182 2.97147 16.47062 0.160 0.319 0.201 -0.889
O 28.71343 3.68073 14.79561 0.164 0.136 0.251 -0.883
C 28.44990 2.09160 20.46260 -0.302 -0.708 -0.053 -0.098
C 27.01080 2.07207 19.91524 0.353 0.893 0.304 -0.108
O 26.71706 0.69092 19.74118 -0.003 -0.058 -0.182 -0.497
C 27.81050 -0.05982 20.01187 0.207 0.337 -0.117 0.972
O 27.83992 -1.24647 19.96720 -0.139 -0.271 -0.047 -0.593
O 28.86362 0.71314 20.32332 -0.113 0.290 0.174 -0.485
H 28.45960 2.33056 21.52520 0.232 0.130 -0.033 0.174
H 29.13299 2.70796 19.88922 0.041 0.098 0.079 0.227
H 26.94678 2.67015 19.00580 -0.171 -0.575 -0.332 0.225
H 26.30482 2.49315 20.63090 -0.032 -0.131 0.039 0.177
O 26.40176 -0.09985 16.23883 0.068 -0.135 0.007 -0.954
H 27.08493 0.56559 16.09318 -0.112 0.162 -0.001 0.486
H 26.42882 -0.26081 17.18695 -0.007 0.016 0.041 0.467
O 25.65572 4.88720 14.59572 -0.041 0.196 0.038 -0.963
H 26.09403 4.42588 15.32331 -0.047 -0.208 -0.013 0.489
H 26.38807 5.13848 14.02584 0.060 -0.086 -0.014 0.467
O 31.40944 3.05098 18.68293 0.001 -0.012 0.137 -0.973
H 32.11189 3.45030 18.16468 -0.002 0.043 -0.014 0.462
H 30.71287 2.87176 18.03183 -0.015 -0.063 -0.129 0.498
C 30.41423 4.94630 11.58543 0.319 0.246 -0.269 -0.633
C 30.93453 3.51978 11.59916 -0.317 -0.166 -0.092 -0.055
O 30.15251 2.65647 12.40391 0.354 0.046 -0.101 -0.722
H 30.31120 5.33505 12.59910 -0.062 -0.015 0.010 0.215
H 29.46322 5.03717 11.06182 -0.124 -0.152 0.171 0.206
H 31.12547 5.58474 11.04708 -0.021 -0.008 0.099 0.193
H 31.99237 3.51212 11.89168 -0.030 -0.043 0.119 0.143
H 30.87847 3.09200 10.59466 0.087 0.067 -0.001 0.162
H 30.18837 2.96518 13.31812 -0.318 0.000 0.065 0.488



24
Properties=species:S:1:pos:R:3:forces:R:3:nbo_charge:R:1 method="wB97M-V/def2-TZVPD" spin_multiplicity=1 lumo_ev=0.80 largest_force_ev_per_a=1.902 relative_energy_kj_mol=84.8 e_homo_ev=-9.11 smiles=NCCCCCN.O homo_lumo_gap_ha=0.365
N 1.67606 -2.58308 -0.34116 -0.388 0.059 0.292 -0.837
C 0.97339 -1.42518 -0.87409 0.839 0.277 -1.684 -0.222
C 1.25539 -0.05538 -0.24535 -0.553 -0.318 -0.111 -0.421
C 0.31813 0.24957 0.92291 -0.017 0.745 0.860 -0.403
C -0.99691 0.94415 0.50737 0.006 -1.139 -0.702 -0.402
C -0.84057 2.27910 -0.20990 0.410 0.370 0.779 -0.224
N -0.83069 3.42055 0.72270 -0.233 -0.005 -0.010 -0.842
H 2.62109 -2.30012 -0.11234 -0.007 -0.249 0.159 0.350
H 1.22424 -2.96737 0.48218 0.129 0.167 0.010 0.361
H -0.07590 -1.64081 -1.02243 -0.058 0.073 0.612 0.187
H 1.30016 -1.35145 -1.92230 0.205 0.064 0.066 0.174
H 1.14341 0.69493 -1.03022 -0.037 0.032 0.010 0.199
H 2.31458 -0.01973 0.01800 -0.039 -0.012 0.271 0.203
H 0.05714 -0.69067 1.41537 0.049 0.015 0.102 0.208
H 0.80533 0.86976 1.68289 0.146 -0.053 -0.048 0.198
H -1.46127 0.17075 -0.11806 -0.266 0.414 -0.477 0.180
H -1.73058 1.05550 1.30977 0.323 -0.002 0.326 0.205
H 0.13301 2.30995 -0.68742 -0.078 -0.069 -0.512 0.184
H -1.61591 2.43939 -0.95513 -0.072 -0.106 -0.099 0.185
H 0.09768 3.77559 0.89952 -0.024 -0.123 0.052 0.358
H -1.25793 3.17675 1.60742 0.048 0.096 -0.030 0.351
O -1.72260 -2.89194 -0.29872 -0.191 -0.180 -0.188 -0.927
H -1.46737 -3.42562 -1.06226 -0.001 -0.078 0.186 0.473
H -1.91989 -2.03464 -0.68875 -0.191 0.020 0.135 0.464



24
Properties=species:S:1:pos:R:3:forces:R:3:nbo_charge:R:1 method="wB97M-V/def2-TZVPD" spin_multiplicity=1 lumo_ev=0.72 largest_force_ev_per_a=1.233 relative_energy_kj_mol=46.9 e_homo_ev=-8.87 smiles=NCCCCCN.O homo_lumo_gap_ha=0.353
N 0.94243 2.10577 -1.31006 -0.508 0.547 0.014 -0.847
C 1.59842 0.82811 -1.11662 -0.207 -0.430 0.249 -0.213
C 0.82361 -0.41530 -1.60745 -0.791 0.937 -0.123 -0.416
C -0.64370 -0.50012 -1.09009 0.855 -0.764 -0.388 -0.405
C -0.85670 -1.57357 -0.01368 0.046 0.530 0.214 -0.407
C -0.28920 -1.12057 1.32995 -0.227 0.067 0.343 -0.219
N -0.72537 -1.88852 2.50403 -0.081 -0.471 -0.097 -0.837
H 0.56095 2.23116 -2.24056 0.225 -0.176 -0.127 0.345
H 0.16092 2.24968 -0.67681 0.256 -0.193 0.063 0.370
H 1.78365 0.72736 -0.04312 0.189 0.088 -0.072 0.187
H 2.55444 0.88163 -1.64070 0.117 -0.179 0.165 0.185
H 1.31480 -1.34040 -1.33931 0.479 -0.203 -0.050 0.199
H 0.80793 -0.31983 -2.69986 -0.010 -0.312 0.056 0.193
H -0.93879 0.45775 -0.68308 -0.257 0.264 0.039 0.203
H -1.27732 -0.72100 -1.94855 -0.186 0.060 0.068 0.204
H -1.93652 -1.72165 0.08342 0.009 -0.153 0.152 0.194
H -0.39684 -2.53297 -0.26286 -0.124 -0.024 -0.293 0.194
H 0.80266 -1.11127 1.29714 0.006 -0.081 0.030 0.185
H -0.57686 -0.08658 1.51696 -0.060 0.190 -0.189 0.179
H -0.09958 -2.65998 2.70355 0.005 0.051 -0.076 0.352
H -1.64109 -2.31209 2.34432 0.266 0.262 0.023 0.348
O -0.53810 2.66295 1.39143 -0.326 0.054 0.345 -0.955
H -1.16165 2.56773 2.13462 0.450 0.198 -0.485 0.481
H -0.26808 3.59172 1.36735 -0.126 -0.260 0.138 0.480



24
Properties=species:S:1:pos:R:3:forces:R:3:nbo_charge:R:1 method="wB97M-V/def2-TZVPD" spin_multiplicity=1 lumo_ev=0.96 largest_force_ev_per_a=3.873 relative_energy_kj_mol=191.3 e_homo_ev=-8.34 smiles=CCNC[C@H](C)N.O homo_lumo_gap_ha=0.342
C -0.86855 -1.92315 -2.27522 -0.848 -1.749 3.350 -0.605
C -1.38640 -0.60053 -1.75754 -1.321 0.630 1.523 -0.201
N -0.36685 0.02404 -0.93658 0.807 -1.729 0.987 -0.656
C 0.14973 -0.69013 0.27698 -2.327 1.487 0.234 -0.217
C 1.06249 0.25112 1.11713 -0.047 2.155 -0.736 -0.056
C 1.98859 -0.56378 2.00084 0.297 -0.601 0.273 -0.635
N 0.18951 1.22661 1.89543 -2.277 -1.076 -1.252 -0.892
H -0.55181 -2.77237 -1.49383 -0.818 2.158 -1.349 0.192
H -1.65830 -2.33060 -2.80924 -1.540 -1.198 -1.151 0.206
H -0.09055 -1.82463 -2.92967 2.251 0.566 -1.568 0.208
H -1.65355 0.06596 -2.60602 0.537 -0.351 0.392 0.207
H -2.45633 -0.70388 -1.21142 2.145 -0.180 -0.772 0.141
H -0.34727 0.99974 -0.81824 -0.459 1.204 -0.040 0.383
H 0.56565 -1.64112 -0.05328 0.439 0.216 0.324 0.202
H -0.72455 -0.94470 1.04965 1.385 0.138 -1.483 0.145
H 1.71210 1.04056 0.45433 -1.335 -2.465 1.035 0.197
H 2.28243 -1.44282 1.34611 0.230 0.924 1.181 0.220
H 1.47963 -0.95084 2.95743 0.688 0.563 -1.476 0.213
H 2.86485 0.08605 2.26632 -0.632 -0.981 -0.025 0.220
H -0.84379 0.89531 1.94069 2.507 0.572 -0.017 0.364
H 0.49379 1.39639 2.83496 0.305 -0.123 0.358 0.366
O -0.40328 3.60760 -0.69330 2.062 -0.999 1.233 -0.965
H -0.09525 3.11917 0.13662 -1.015 0.933 -1.399 0.494
H -1.34227 3.67602 -0.69215 -1.036 -0.095 0.378 0.469



24
Properties=species:S:1:pos:R:3:forces:R:3:nbo_charge:R:1 method="wB97M-V/def2-TZVPD" spin_multiplicity=1 lumo_ev=0.99 largest_force_ev_per_a=3.096 relative_energy_kj_mol=169.6 e_homo_ev=-8.52 smiles=C[C@H](N)CN(C)C.O homo_lumo_gap_ha=0.350
C -2.34979 -0.50525 0.47789 0.020 0.841 0.481 -0.635
C -0.83973 -0.72894 0.44443 0.566 0.398 -0.381 -0.040
N -0.26738 -0.59712 1.79063 -0.881 0.824 0.106 -0.879
C -0.09596 0.18015 -0.62880 -1.850 -2.175 1.198 -0.244
N 1.14726 -0.53821 -0.96401 0.694 1.701 -1.410 -0.453
C 2.32970 -0.07532 -0.25457 0.507 -1.296 0.968 -0.408
C 1.30168 -0.49169 -2.46171 -0.168 -1.113 0.463 -0.428
H -2.86577 -1.43786 0.28862 -0.318 0.056 -0.143 0.217
H -2.72402 -0.07211 1.40475 0.216 -0.352 0.512 0.206
H -2.65241 0.28606 -0.19710 -0.099 -0.175 -0.742 0.216
H -0.72706 -1.72991 0.01775 0.377 -0.103 0.193 0.169
H -0.84086 -0.98029 2.52871 0.006 -0.181 -0.200 0.365
H 0.69527 -0.81377 1.95630 0.208 -0.318 -0.361 0.369
H -0.77226 0.07687 -1.47394 0.075 -0.225 -0.332 0.191
H -0.24286 1.24617 -0.38848 1.328 -0.002 0.272 0.210
H 2.11001 -0.15835 0.81571 -0.002 0.760 -0.141 0.188
H 2.76200 0.88982 -0.51521 -0.346 0.385 -0.047 0.177
H 3.16430 -0.80418 -0.30494 -0.440 0.141 -0.628 0.194
H 0.90916 -1.43713 -2.84938 -0.495 0.105 -0.016 0.195
H 0.65847 0.31894 -2.82613 0.827 -0.021 -0.499 0.190
H 2.33035 -0.56117 -2.87275 -0.344 0.888 0.706 0.205
O -0.96448 2.82189 1.65730 -0.211 -0.869 -0.190 -0.955
H -1.09013 1.86558 1.84076 0.332 0.646 -0.069 0.483
H -0.97551 3.24584 2.51417 -0.002 0.086 0.263 0.467



24
Properties=species:S:1:pos:R:3:forces:R:3:nbo_charge:R:1 method="wB97M-V/def2-TZVPD" spin_multiplicity=2 lumo_ev="-2.96 / -7.62" s_squared=0.75 largest_force_ev_per_a=1.642 relative_energy_kj_mol=60.3 e_homo_ev="-14.32 / -14.32" total_charge=+1 homo_lumo_gap_ha="0.418 / 0.246"
C 1.55363 -1.71574 -1.08993 -0.020 0.330 0.614 -0.613
C 0.05782 -1.80706 -0.79817 -0.229 -0.093 1.072 -0.399
C -0.16779 -1.82743 0.74583 0.675 0.191 -0.204 -0.432
C -0.46804 -0.49077 1.40863 0.161 -0.800 1.425 -0.302
N -1.29671 0.36994 0.70698 1.038 0.331 -0.483 -0.148
C -1.30710 1.80525 1.01500 -0.815 -0.361 -1.138 -0.090
N -0.19484 2.43783 0.36038 -0.376 -0.295 0.062 -0.826
H 2.05377 -1.11560 -0.31792 -0.128 -0.205 0.148 0.191
H 1.79925 -1.16262 -1.97920 -0.093 -0.332 -0.764 0.239
H 1.98368 -2.71224 -1.05463 0.261 0.052 -0.262 0.232
H -0.42729 -2.72085 -1.13805 0.352 0.009 -0.465 0.239
H -0.47343 -0.99620 -1.29512 -0.084 0.140 -0.111 0.180
H -0.88181 -2.55667 1.06755 -0.897 -0.281 -0.114 0.239
H 0.74515 -2.21615 1.19657 0.141 0.176 0.067 0.246
H 0.40027 0.01535 1.87711 0.150 0.364 -0.771 0.281
H -0.94529 -0.61876 2.41309 -0.327 -0.315 -0.155 0.308
H -1.51736 0.02725 -0.23046 -0.363 0.389 -0.025 0.428
H -2.19327 2.19568 0.50720 -0.105 0.049 0.462 0.236
H -1.39768 1.88578 2.07835 0.058 0.157 0.770 0.202
H -0.43058 3.42075 0.35639 0.570 0.242 -0.339 0.408
H 0.71325 2.25791 0.76829 -0.057 0.194 0.247 0.387
H 1.57338 1.95063 -2.37638 0.109 0.066 0.219 0.474
H 0.18051 1.77009 -1.68661 0.473 0.349 0.019 0.469
O 0.64050 1.80363 -2.53489 -0.494 -0.358 -0.277 -0.949



25
Properties=species:S:1:pos:R:3:forces:R:3:nbo_charge:R:1 method="wB97M-V/def2-TZVPD" spin_multiplicity=1 lumo_ev=0.82 largest_force_ev_per_a=1.722 relative_energy_kj_mol=132.4 e_homo_ev=-8.63 smiles=C[C@H](CO)NCCN.O homo_lumo_gap_ha=0.347
C -0.21518 -1.53013 2.09273 -0.924 0.541 -1.172 -0.627
C -0.45230 -0.29113 1.16195 -0.047 -1.651 0.487 -0.068
C -1.57267 -0.57648 0.15535 0.688 -0.550 -0.163 -0.082
O -1.31427 -1.79381 -0.59163 0.205 0.476 0.805 -0.731
N 0.81459 0.06969 0.59851 0.816 0.855 0.155 -0.669
C 1.14103 1.48807 0.48858 -1.265 -0.311 0.795 -0.212
C 0.33804 2.21526 -0.58286 1.507 0.019 -0.832 -0.246
N 0.65250 1.58056 -1.89116 -1.062 0.236 -0.319 -0.837
H -1.14353 -2.01243 2.39519 -0.120 -0.046 0.066 0.199
H 0.43006 -2.24745 1.61058 0.266 -0.327 -0.163 0.206
H 0.27767 -1.15357 2.94543 0.669 0.159 1.069 0.226
H -0.80441 0.47416 1.84695 0.027 0.537 -0.192 0.201
H -1.55015 0.22922 -0.57516 -0.636 -0.008 -0.022 0.179
H -2.52216 -0.72744 0.66877 -0.183 0.493 -0.080 0.176
H -0.96841 -2.40305 0.07951 -0.201 -0.192 -0.372 0.475
H 1.20886 -0.52749 -0.10952 -0.175 -0.115 -0.087 0.388
H 0.89258 1.88618 1.48125 -0.005 0.305 -0.145 0.182
H 2.20037 1.68260 0.37360 0.222 -0.373 -0.356 0.208
H 0.77583 3.21293 -0.69391 -0.448 0.158 0.336 0.195
H -0.72541 2.27467 -0.35672 -0.101 0.059 0.104 0.168
H 0.29976 2.20343 -2.61865 0.415 0.134 0.060 0.354
H 0.03899 0.78576 -2.05130 0.180 -0.351 0.346 0.344
O 0.80432 -1.95311 -2.22335 0.268 -0.501 0.014 -0.983
H 0.13616 -1.67039 -1.56966 0.055 0.148 -0.558 0.485
H 1.25773 -1.21606 -2.63449 -0.153 0.306 0.223 0.471



26
Properties=species:S:1:pos:R:3:forces:R:3:nbo_charge:R:1 method="wB97M-V/def2-TZVPD" spin_multiplicity=2 lumo_ev="-2.53 / -7.48" s_squared=0.75 largest_force_ev_per_a=3.859 relative_energy_kj_mol=62.8 e_homo_ev="-13.95 / -13.94" total_charge=+1 homo_lumo_gap_ha="0.420 / 0.237"
C 0.29514 -0.23696 -1.04467 2.409 -0.804 0.859 -0.260
N 0.71658 -1.64341 -0.90992 -1.398 0.173 -0.172 -0.607
C -0.21085 -2.62480 -0.93012 -0.108 -0.842 0.242 0.540
O -1.41402 -2.48132 -1.08200 0.113 0.695 -0.122 -0.650
C 0.35430 0.44900 0.33477 -0.729 -0.600 0.283 -0.101
C 0.29863 1.96754 0.16733 -0.804 0.867 -0.679 -0.638
N -0.80056 -0.10594 1.13449 0.148 3.501 -1.617 -0.114
C -1.16527 0.55777 2.32856 -1.066 0.145 1.248 -0.509
H -0.65975 -0.14215 -1.54077 -0.207 -0.064 0.121 0.250
H 1.03898 0.21348 -1.69699 -0.032 0.333 0.072 0.244
H 1.62652 -1.86294 -0.54084 0.211 0.122 -0.208 0.423
H 0.16073 -3.64695 -0.78068 0.397 0.155 -0.011 0.153
H 1.19571 0.28141 1.01004 0.568 -0.551 -0.796 0.251
H 0.72567 2.49285 1.01523 -0.105 0.090 -0.005 0.239
H 0.81277 2.25510 -0.75266 0.740 -0.374 0.307 0.261
H -0.67361 2.38773 -0.12113 -0.296 -0.401 0.707 0.245
H -1.59954 -0.17985 0.47220 -0.527 -0.942 0.422 0.447
H -1.34200 1.64772 2.21308 0.300 -0.156 -0.838 0.296
H -0.45073 0.56330 3.15172 0.247 -0.598 -0.174 0.264
H -2.16375 0.24256 2.63060 0.228 -0.445 0.296 0.260
H 4.21931 0.05951 -1.36723 -0.053 0.404 0.677 0.486
H 4.23108 1.19419 -0.29287 0.227 0.042 -0.169 0.485
O 3.87090 0.32790 -0.49548 -0.306 -0.477 -0.526 -0.967
H -3.82521 -0.57092 -0.96207 0.556 0.215 0.120 0.507
H -2.31302 -0.94342 -1.07215 -0.743 -0.323 -0.263 0.496
O -2.92799 -0.20140 -0.86848 0.230 -0.165 0.224 -0.999